Run a
76
Properties=species:S:1:pos:R:3:mulliken_charge:R:1 method="wB97M-V/def2-TZVPD" homo_lumo_gap_ha="0.22312 / 0.26103" lumo_ev="-1.24 / -1.22" s_squared=3.761 spin_multiplicity=4
Co -0.514 -3.022 3.303 0.234
C -0.821 2.114 4.325 -1.069
C -1.247 1.329 3.332 -0.418
C -0.794 1.232 1.906 -0.551
C 0.479 0.445 1.540 0.871
C 1.751 0.731 2.255 -0.630
C 2.027 1.722 3.102 -0.822
C 1.289 3.014 3.178 -0.807
C 0.254 3.132 4.310 -0.822
C 1.065 -1.914 4.277 -1.011
H -1.344 2.066 5.278 0.436
H -2.100 0.653 3.552 0.405
H -0.732 2.210 1.424 0.437
H -1.600 0.666 1.412 0.415
H 0.271 -0.632 1.653 0.003
H 0.647 0.612 0.467 -0.135
H 2.478 -0.073 2.150 0.829
H 2.861 1.616 3.807 0.343
H 0.814 3.189 2.206 0.270
H 2.046 3.805 3.345 0.440
H 0.770 3.020 5.263 0.337
H -0.111 4.167 4.295 0.393
H 1.011 -0.818 4.410 0.229
H 2.091 -2.178 3.953 0.370
H 0.878 -2.360 5.282 0.399
P 1.669 -1.118 -1.789 -0.231
P -1.974 -0.488 -1.501 -0.200
N 3.024 -0.037 -2.145 0.500
N 2.225 -2.333 -3.006 0.507
N -2.161 1.223 -1.897 0.474
N -3.497 -0.896 -2.353 0.281
C 0.526 -0.256 -2.953 -0.413
C -0.882 -0.859 -2.980 -1.375
C 3.887 0.415 -1.139 -0.369
C 4.842 1.244 -1.710 -0.681
C 4.581 1.311 -3.120 -0.729
C 3.453 0.523 -3.352 -0.135
C 2.464 -3.659 -2.628 -0.428
C 2.859 -4.380 -3.748 -0.630
C 2.883 -3.473 -4.858 -0.702
C 2.483 -2.233 -4.375 -0.038
C -2.162 2.194 -0.889 -0.890
C -1.975 3.442 -1.465 -0.679
C -1.932 3.248 -2.885 -1.036
C -2.032 1.885 -3.124 -0.244
C -4.249 -0.253 -3.341 -0.159
C -5.236 -1.114 -3.804 -0.652
C -5.078 -2.355 -3.096 -0.569
C -4.000 -2.203 -2.236 -0.426
H 0.917 -0.314 -3.972 0.216
H 0.510 0.801 -2.650 0.490
H -1.417 -0.502 -3.873 0.522
H -0.846 -1.961 -3.024 0.664
H 3.725 0.104 -0.123 0.347
H 5.645 1.748 -1.189 0.406
H 5.133 1.852 -3.868 0.444
H 2.943 0.368 -4.282 0.269
H 2.341 -3.943 -1.593 0.391
H 3.110 -5.431 -3.774 0.410
H 3.173 -3.688 -5.877 0.423
H 2.379 -1.306 -4.918 0.156
H -2.397 1.915 0.125 1.008
H -1.890 4.370 -0.925 0.459
H -1.871 4.020 -3.644 0.430
H -2.100 1.360 -4.065 0.564
H -4.038 0.764 -3.643 0.465
H -5.977 -0.883 -4.556 0.432
H -5.682 -3.248 -3.214 0.407
H -3.532 -2.889 -1.547 0.340
C -1.499 -0.609 6.984 -0.624
O -0.783 -1.196 5.887 -0.134
C -1.433 -2.090 5.093 0.450
O -2.605 -2.390 5.279 -0.559
H -2.416 -1.180 7.158 0.330
H -1.725 0.431 6.718 0.137
H -0.854 -0.657 7.864 0.234

Run b
76
Properties=species:S:1:pos:R:3:mulliken_charge:R:1 method="wB97M-V/def2-TZVPD" homo_lumo_gap_ha="0.26593 / 0.26284" lumo_ev="-0.98 / -1.07" s_squared=3.759 spin_multiplicity=4
Co 0.019 3.623 -1.083 0.415
C 2.149 1.565 4.153 -0.756
C 2.150 0.993 2.940 -0.437
C 1.054 0.222 2.274 0.894
C -0.267 1.040 2.198 0.789
C -1.380 0.701 3.103 -0.207
C -1.232 0.343 4.389 -0.724
C 0.088 0.286 5.122 -0.941
C 1.124 1.446 5.252 -0.687
C -1.384 5.259 -0.759 -0.991
H 3.045 2.108 4.462 0.395
H 3.119 0.924 2.436 0.303
H 0.936 -0.812 2.634 0.667
H 1.410 0.114 1.239 -1.158
H -0.033 2.103 2.467 0.178
H -0.536 1.121 1.112 -0.182
H -2.351 0.964 2.688 0.120
H -2.191 0.246 4.940 0.332
H 0.683 -0.533 4.719 0.215
H -0.104 -0.034 6.150 0.489
H 0.682 2.438 5.418 0.288
H 1.698 1.322 6.199 0.494
H -1.330 5.446 0.337 0.216
H -2.435 4.968 -0.962 0.329
H -1.122 6.171 -1.335 0.282
P -1.880 -0.050 -1.412 -0.144
P 1.828 -0.515 -1.645 -0.089
N -2.923 -0.976 -0.237 0.519
N -2.919 -0.525 -2.825 0.483
N 2.133 -1.921 -0.454 0.668
N 2.950 -1.185 -2.924 0.275
C -0.795 -1.516 -1.611 -0.712
C 0.383 -1.210 -2.563 -1.285
C -3.754 -0.452 0.758 -0.797
C -4.592 -1.465 1.241 -0.787
C -4.268 -2.652 0.510 -0.883
C -3.223 -2.337 -0.349 -0.014
C -3.503 0.397 -3.704 -0.416
C -4.204 -0.306 -4.699 -0.696
C -4.027 -1.702 -4.422 -0.603
C -3.246 -1.802 -3.288 -0.056
C 2.902 -1.941 0.740 -0.637
C 2.856 -3.214 1.317 -0.657
C 2.027 -4.015 0.445 -0.866
C 1.598 -3.211 -0.622 -0.313
C 3.470 -2.477 -3.084 -0.249
C 4.191 -2.543 -4.276 -0.613
C 4.017 -1.283 -4.947 -0.544
C 3.207 -0.497 -4.125 -0.426
H -1.326 -2.341 -2.105 -0.065
H -0.513 -1.875 -0.603 0.975
H 0.639 -2.157 -3.095 0.445
H 0.113 -0.469 -3.351 0.680
H -3.624 0.577 1.073 0.692
H -5.317 -1.362 2.045 0.400
H -4.712 -3.633 0.601 0.447
H -2.640 -3.020 -0.955 0.387
H -3.353 1.452 -3.543 0.444
H -4.757 0.127 -5.517 0.411
H -4.404 -2.551 -4.985 0.425
H -2.904 -2.728 -2.833 0.190
H 3.422 -1.040 1.103 0.466
H 3.393 -3.509 2.233 0.422
H 1.780 -5.068 0.591 0.436
H 0.948 -3.463 -1.489 0.370
H 3.286 -3.251 -2.352 0.360
H 4.769 -3.383 -4.631 0.444
H 4.448 -0.991 -5.895 0.412
H 2.791 0.479 -4.295 0.373
C 1.919 5.137 1.976 -1.053
C 1.413 4.310 0.812 1.028
O 1.479 4.938 -0.307 -0.719
O 0.939 3.113 0.822 -0.324
H 3.015 5.020 2.046 0.293
H 1.584 4.889 3.009 0.280
H 1.593 6.176 1.728 0.301

Computed relative energies in units of hartree: run a 0.0629; run b 0.0000

Run a
64
Properties=species:S:1:pos:R:3:mulliken_charge:R:1 method="wB97M-V/def2-TZVPD" homo_lumo_gap_ha=0.09823 lumo_ev=1.30 charge=-1
C 2.509 1.672 2.697 -0.776
O 1.664 1.897 1.561 -0.141
C 2.389 2.265 0.487 -0.016
O 3.606 2.314 0.515 -0.622
C 1.600 2.574 -0.765 0.634
C 1.877 4.004 -1.218 -0.924
C 3.078 3.886 -2.143 -0.707
C 3.040 2.459 -2.696 -0.662
N 2.168 1.706 -1.801 0.104
C 1.975 0.414 -1.962 0.443
C 1.205 -0.417 -0.908 1.738
C 1.253 -1.941 -1.122 -0.149
C 2.422 -2.440 -1.965 -1.202
C 2.410 -1.703 -3.305 -1.054
C 2.646 -0.203 -3.128 -0.792
H 1.840 1.334 3.486 0.258
H 3.257 0.910 2.454 0.319
H 3.013 2.602 2.970 0.291
H 0.535 2.432 -0.582 0.317
H 1.001 4.354 -1.769 0.400
H 2.042 4.676 -0.372 0.363
H 3.057 4.614 -2.958 0.448
H 4.003 4.024 -1.576 0.268
H 2.653 2.463 -3.724 0.439
H 4.054 2.040 -2.740 0.281
H 1.724 -0.215 0.051 0.005
H 1.224 -2.441 -0.139 0.512
H 0.331 -2.256 -1.637 -0.655
H 3.364 -2.281 -1.429 0.423
H 2.297 -3.517 -2.136 0.451
H 3.169 -2.115 -3.980 0.436
H 1.438 -1.847 -3.789 0.404
H 2.338 0.297 -4.064 0.295
H 3.736 -0.029 -3.049 0.387
O -1.956 -1.253 4.472 -0.468
C -1.891 -1.918 3.532 0.438
Co -1.813 -3.080 2.214 0.381
C -0.626 -4.007 3.051 0.004
O 0.156 -4.619 3.638 -0.462
C -3.458 -3.637 2.393 -0.055
O -4.515 -4.053 2.609 -0.458
C -2.145 -0.760 0.772 -0.639
C -2.919 0.167 1.556 1.644
C -4.117 -0.261 2.162 -0.090
C -4.960 0.645 2.799 -1.003
C -4.594 1.993 2.884 -0.393
C -3.388 2.431 2.321 -0.719
C -2.545 1.526 1.671 -0.068
C -1.204 -0.800 -0.165 -0.638
C -0.187 0.084 -0.794 1.345
Co -2.159 -2.321 -0.156 -0.305
C -3.875 -2.569 -0.212 0.292
O -5.014 -2.731 -0.344 -0.476
C -1.548 -4.024 0.589 0.462
O -1.263 -5.100 0.208 -0.613
C -2.003 -2.691 -1.840 -0.428
O -1.929 -2.926 -2.976 -0.523
H -4.386 -1.318 2.112 0.250
H -5.900 0.288 3.222 0.380
H -5.254 2.703 3.381 0.333
H -3.094 3.479 2.374 0.386
H -1.590 1.854 1.260 0.190
H -0.575 0.354 -1.798 0.313
H -0.164 1.009 -0.198 -1.598

Run b
64
Properties=species:S:1:pos:R:3:mulliken_charge:R:1 method="wB97M-V/def2-TZVPD" homo_lumo_gap_ha=0.22149 lumo_ev=2.34 charge=-1
C 4.349 -0.425 1.658 -0.637
O 3.786 -1.533 2.369 -0.356
C 2.905 -2.203 1.612 -0.074
O 2.702 -1.934 0.437 -0.609
C 2.276 -3.334 2.380 0.692
C 3.172 -4.587 2.355 -0.634
C 2.247 -5.753 2.086 -0.582
C 0.832 -5.168 1.929 -0.755
N 1.035 -3.714 1.769 0.138
C -0.027 -2.803 1.780 -0.052
C -0.231 -1.619 1.069 -0.640
C -1.577 -0.961 0.987 0.123
C -2.682 -1.583 1.823 -1.102
C -2.178 -2.307 3.064 -1.035
C -1.163 -3.342 2.645 -0.530
H 5.097 -0.030 2.338 0.247
H 4.790 -0.764 0.718 0.292
H 3.563 0.308 1.456 0.268
H 2.146 -3.007 3.435 0.195
H 3.931 -4.496 1.574 0.349
H 3.668 -4.657 3.323 0.334
H 2.533 -6.276 1.173 0.270
H 2.283 -6.477 2.903 0.278
H 0.294 -5.613 1.079 0.340
H 0.263 -5.436 2.839 0.339
H 0.524 -1.159 0.423 0.554
H -1.565 0.133 1.164 0.387
H -1.889 -1.032 -0.065 0.196
H -3.412 -0.828 2.123 0.417
H -3.210 -2.326 1.215 0.273
H -1.742 -1.617 3.794 0.343
H -3.002 -2.820 3.569 0.363
H -1.663 -4.164 2.107 0.251
H -0.734 -3.774 3.550 0.478
O -5.562 0.938 -4.452 -0.410
C -4.585 1.277 -3.949 0.234
Co -3.100 1.798 -3.110 -0.075
C -2.108 0.606 -3.951 0.298
O -1.423 -0.170 -4.455 -0.379
C -2.432 3.121 -4.078 0.070
O -1.964 3.947 -4.733 -0.371
C -1.989 1.395 -1.382 1.070
C -0.905 2.111 -0.974 -0.813
C 0.461 2.045 -0.971 -0.277
C 1.167 3.179 -1.579 0.695
C 2.337 3.018 -2.384 -0.639
C 2.921 4.071 -3.091 -0.428
C 2.378 5.358 -3.069 -0.509
C 1.217 5.551 -2.320 -0.597
C 0.643 4.504 -1.598 -0.048
Co -2.494 3.072 -0.971 0.447
C -4.250 3.011 -1.658 0.013
O -5.408 3.222 -1.592 -0.499
C -2.590 4.725 -1.758 0.058
O -2.728 5.777 -2.205 -0.353
C -2.700 3.698 0.688 0.106
O -2.752 4.134 1.751 -0.404
H -2.281 0.425 -0.952 -0.366
H 0.943 1.111 -0.718 0.301
H 2.749 2.012 -2.502 0.353
H 3.820 3.898 -3.683 0.338
H 2.838 6.181 -3.612 0.352
H 0.764 6.545 -2.309 0.359
H -0.286 4.739 -1.065 0.352

Computed relative energies in units of hartree: run a 0.0436; run b 0.0000